C2H4BrFO | the ωB97M-V functional and the def2-TZVPD basis

Computed properties:
Spin multiplicity: 1

XYZ file:
```
9
C2H4BrFO | the OMol25 dataset | the ωB97M-V functional and the def2-TZVPD basis
C 0.334 -0.310 -0.947
C 0.707 0.166 0.369
O -1.610 0.813 1.634
F -2.358 0.165 0.752
Br 1.894 -0.706 1.456
H 0.697 -1.259 -1.115
H -0.714 -0.495 -1.084
H 0.558 0.419 -1.781
H 0.492 1.207 0.716
```

=====

C4H8S | the ωB97M-V functional and the def2-TZVPD basis

Computed properties:
Structure (SMILES): CC1C=C1.S
Spin multiplicity: 1

XYZ file:
```
13
C4H8S | the OMol25 dataset | the ωB97M-V functional and the def2-TZVPD basis
C 1.494 -0.961 1.299
C 0.670 -0.190 0.353
C -0.594 -0.744 -0.232
C 0.489 -0.790 -0.985
H 2.516 -0.833 1.037
H 1.183 -1.951 1.257
H 1.460 -0.513 2.329
H 0.675 1.020 0.477
H -1.486 -1.120 -0.049
H 1.019 -0.962 -1.926
S -2.940 2.269 -1.538
H -2.673 3.227 -0.628
H -1.814 1.548 -1.394
```

=====

C3ClF2O2 | the ωB97M-V functional and the def2-TZVPD basis

Computed properties:
Net charge: -1
Spin multiplicity: 1

XYZ file:
```
8
C3ClF2O2 | the OMol25 dataset | the ωB97M-V functional and the def2-TZVPD basis
C -0.053 2.020 0.025
C -0.798 1.094 0.515
C 0.787 -2.039 -0.808
O 1.750 -1.732 -0.194
O 0.036 -2.431 -1.552
F 1.235 2.221 0.645
F -0.612 0.071 1.557
Cl -2.346 0.796 -0.188
```

=====

C3H10N | the ωB97M-V functional and the def2-TZVPD basis

Computed properties:
Net charge: +1
Structure (SMILES): CC[NH2+]C
Spin multiplicity: 1

XYZ file:
```
14
C3H10N | the OMol25 dataset | the ωB97M-V functional and the def2-TZVPD basis
C -1.900 0.082 -0.022
C -0.471 -0.016 0.596
N 0.526 0.192 -0.498
C 1.891 -0.234 0.050
H -2.338 1.057 -0.394
H -1.889 -0.774 -0.809
H -2.797 -0.153 0.683
H -0.227 -0.992 1.000
H -0.358 0.828 1.272
H 0.684 1.225 -0.903
H 0.161 -0.383 -1.272
H 2.500 0.666 -0.137
H 1.854 -0.573 1.044
H 2.363 -0.924 -0.608
```

=====

C26H45IrN7PS4 | the ωB97M-V functional and the def2-TZVPD basis

Computed properties:
Spin multiplicity: 1

XYZ file:
```
84
C26H45IrN7PS4 | the OMol25 dataset | the ωB97M-V functional and the def2-TZVPD basis
Ir 0.003 0.327 -0.298
S 0.723 -0.282 1.859
C 2.234 0.507 1.533
S 2.152 1.286 -0.045
C 3.317 0.569 2.372
C 3.289 -0.072 3.642
N 3.250 -0.599 4.666
C 4.455 1.338 1.999
N 5.370 1.979 1.717
N -0.983 0.721 -3.391
N 0.097 0.490 -2.453
H -1.686 0.029 -3.156
H -1.376 1.626 -3.144
H 0.792 1.198 -2.676
H 0.497 -0.414 -2.704
C -1.250 5.527 -1.127
N -0.378 5.150 -0.028
C -0.087 3.886 0.303
S -0.775 2.612 -0.612
N 0.689 3.665 1.354
C 1.403 4.692 2.087
H -1.380 6.605 -1.098
H -2.222 5.046 -1.020
H -0.825 5.241 -2.089
H 0.096 5.885 0.468
H 0.987 2.704 1.461
H 0.716 5.337 2.639
H 2.024 5.301 1.424
H 2.060 4.202 2.800
S 1.521 -3.931 0.359
C 1.048 -2.536 -0.248
N 0.677 -1.524 -0.739
C -6.295 1.356 -1.621
C -5.516 2.367 -0.768
C -4.034 1.979 -0.639
C -3.903 0.451 -0.585
C -4.267 -0.096 -1.981
C -5.373 0.733 -2.661
P -2.315 -0.233 0.129
C -2.473 -2.076 -0.067
C -2.162 -2.560 -1.496
C -1.866 -4.069 -1.510
C -2.684 -4.821 -0.452
C -4.012 -4.110 -0.225
C -3.782 -2.736 0.422
C -2.549 0.045 1.961
C -3.961 -0.258 2.541
C -4.691 1.004 2.992
C -3.932 1.690 4.130
C -2.410 1.624 3.907
C -2.080 1.439 2.430
H -7.148 1.838 -2.099
H -6.703 0.562 -0.987
H -5.966 2.436 0.225
H -5.585 3.361 -1.217
H -3.600 2.465 0.232
H -3.472 2.346 -1.501
H -4.651 0.089 0.124
H -4.601 -1.130 -1.894
H -3.385 -0.100 -2.617
H -5.936 0.097 -3.344
H -4.929 1.527 -3.270
H -1.650 -2.420 0.572
H -1.304 -2.024 -1.899
H -3.013 -2.353 -2.144
H -0.803 -4.236 -1.340
H -2.099 -4.463 -2.502
H -2.129 -4.865 0.490
H -2.847 -5.853 -0.766
H -4.671 -4.701 0.414
H -4.526 -3.996 -1.184
H -3.729 -2.862 1.505
H -4.646 -2.099 0.217
H -1.849 -0.681 2.389
H -3.841 -0.912 3.410
H -4.578 -0.813 1.842
H -5.701 0.749 3.319
H -4.804 1.684 2.143
H -4.188 1.208 5.076
H -4.258 2.729 4.212
H -1.975 0.790 4.465
H -1.935 2.531 4.286
H -1.012 1.536 2.264
H -2.560 2.233 1.855
```

=====

C4H4N2O | the ωB97M-V functional and the def2-TZVPD basis

Computed properties:
Structure (SMILES): N=C=C/N=C\C=O
Spin multiplicity: 1

XYZ file:
```
11
C4H4N2O | the OMol25 dataset | the ωB97M-V functional and the def2-TZVPD basis
N 2.102 0.561 0.720
C 1.347 -0.352 0.418
C 0.517 -1.361 0.191
N -0.769 -1.314 -0.367
C -1.442 -0.240 -0.504
C -1.075 1.143 -0.046
O -1.201 2.112 -0.759
H 2.750 0.876 -0.001
H 0.908 -2.360 0.357
H -2.409 -0.315 -1.006
H -0.726 1.251 0.999
```

=====

E? In order: -2827.46325, -555.26046, -924.70337, -174.76313, -3439.51961, -339.47744 a.u..
Energy above the lowest of the compared OMol25 structures with the same formula, charge and spin? In order: 7.3362, 2.9789, 1.3780, 1.3180, 0.6622, 2.8363 eV.